Record 1
{"formula": "C20H26ClN3O7STi", "method": "ωB97M-V with the def2-TZVPD basis set", "total_charge": 1, "multiplicity": 2, "orbital_gap_ev": [5.97, 8.35], "homo_energy_ha": [-0.35016, -0.44903], "de_lowest_kcal_mol": 22.24, "energy_ha": -3176.47268, "s_squared": 0.76, "symbols": ["Ti", "O", "C", "O", "C", "C", "C", "C", "C", "N", "C", "O", "O", "H", "H", "H", "H", "N", "C", "C", "O", "O", "H", "H", "H", "H", "Cl", "C", "C", "C", "C", "N", "C", "H", "H", "H", "H", "C", "C", "C", "S", "O", "C", "C", "C", "H", "H", "H", "H", "H", "H", "H", "H", "H", "H", "H", "H", "H", "H"], "positions_angstrom": [[0.7099, 0.1354, -0.3901], [3.2478, -2.7539, 1.0077], [2.7086, -1.6171, 0.5680], [1.4446, -1.4298, 0.6498], [3.4870, -0.5676, 0.0066], [4.8824, -0.3525, -0.0519], [5.3489, 0.8160, -0.6029], [4.4477, 1.7731, -1.1216], [3.1028, 1.4857, -1.0613], [2.6328, 0.3676, -0.5046], [1.9375, 2.3104, -1.5777], [2.0641, 3.3757, -2.1243], [0.8089, 1.7003, -1.3334], [2.5555, -3.3890, 1.2577], [5.5494, -1.1012, 0.3443], [6.4094, 1.0129, -0.6395], [4.7883, 2.6968, -1.5623], [1.4544, -0.1072, -3.6109], [0.6147, -1.2642, -3.8915], [-0.1880, -1.6223, -2.6430], [-1.1952, -2.3012, -2.6734], [0.3034, -1.1435, -1.5415], [0.8892, 0.7414, -3.5919], [2.1476, 0.0077, -4.3448], [1.2578, -2.1203, -4.1162], [-0.0887, -1.1502, -4.7314], [1.8276, 0.5639, 5.2792], [1.3267, 1.3760, 3.8533], [0.9838, 2.7233, 3.8728], [0.5627, 3.2984, 2.6844], [0.5085, 2.5303, 1.5289], [0.8659, 1.2409, 1.5040], [1.2619, 0.6801, 2.6502], [1.0436, 3.2913, 4.7878], [0.2833, 4.3393, 2.6551], [0.1665, 2.9564, 0.5901], [1.5275, -0.3700, 2.6314], [-4.6700, -1.6306, -1.9966], [-4.5268, -0.1365, -1.7329], [-3.7682, 0.1264, -0.4395], [-2.1070, -0.6679, -0.5675], [-1.1730, 0.4257, -0.0377], [-2.1517, -1.8404, 0.8516], [-1.8430, -1.2066, 2.2011], [-3.0113, -0.4682, 2.8446], [-5.2320, -1.8019, -2.9097], [-5.1957, -2.1215, -1.1809], [-3.6929, -2.0924, -2.1200], [-5.5134, 0.3209, -1.6521], [-4.0082, 0.3299, -2.5699], [-4.3224, -0.2821, 0.3985], [-3.5633, 1.1853, -0.2883], [-1.3651, -2.5558, 0.6047], [-3.1170, -2.3425, 0.8303], [-0.9980, -0.5155, 2.0843], [-1.5286, -2.0138, 2.8674], [-3.3000, 0.4037, 2.2659], [-2.7195, -0.1247, 3.8337], [-3.8720, -1.1244, 2.9558]], "forces_ev_per_angstrom": [[-0.14, 0.17, 1.69], [0.06, 0.37, -0.12], [-0.08, -0.46, 0.35], [0.63, -0.29, 0.18], [0.05, -0.02, 0.01], [-0.28, -0.10, -0.03], [-0.11, -0.12, 0.09], [-0.67, -0.16, -0.01], [0.46, 0.67, -0.33], [1.55, -0.26, 0.05], [1.81, 1.14, -0.51], [-0.17, -0.45, 0.20], [-0.80, 0.63, -0.33], [0.06, 0.30, -0.03], [0.08, -0.05, 0.04], [0.07, -0.04, 0.01], [-0.04, 0.05, -0.06], [0.13, 0.24, -0.50], [-0.07, 0.15, 0.18], [-0.95, -1.11, -1.69], [0.76, 0.08, -0.23], [-0.18, -1.08, -0.55], [0.19, -0.18, -0.14], [-0.14, 0.04, 0.10], [-0.10, 0.01, 0.02], [0.12, -0.08, 0.28], [0.04, -0.07, 0.05], [-0.13, 0.26, -0.49], [0.02, -0.32, -0.20], [0.07, -0.20, -0.09], [-0.11, 0.41, 0.04], [-0.09, 0.30, 0.67], [0.19, -0.14, 0.49], [-0.01, 0.05, 0.09], [-0.05, 0.07, -0.07], [0.06, -0.05, 0.16], [-0.04, 0.13, -0.03], [-0.09, 0.20, -0.06], [0.04, -0.23, -0.01], [0.21, -0.16, -0.33], [-2.42, -0.32, 0.79], [-0.17, 0.78, 0.56], [0.41, 0.05, -0.28], [-0.15, 0.25, -0.01], [0.26, -0.04, -0.03], [-0.04, -0.08, -0.07], [-0.08, -0.10, 0.11], [0.10, -0.18, -0.06], [0.03, 0.12, -0.01], [0.00, 0.13, -0.06], [0.10, -0.01, 0.21], [0.07, 0.00, 0.13], [-0.11, -0.09, -0.14], [-0.05, -0.05, -0.13], [-0.16, -0.30, 0.14], [0.10, 0.01, -0.09], [-0.07, 0.12, -0.03], [-0.05, 0.05, 0.11], [-0.12, -0.01, 0.01]]}

Record 2
{"formula": "C15H24BBrF9NO7S", "method": "ωB97M-V with the def2-TZVPD basis set", "total_charge": 0, "orbital_gap_ev": 9.92, "homo_energy_ha": -0.35809, "energy_ha": -5063.25675, "smiles": "[H]/N=C(\\C)CCOC[C@@](CCC(F)(F)C(F)(F)S(F)(F)(F)(F)F)(CB(O)O)OCBr.O=C1OCCO1", "symbols": ["H", "N", "C", "C", "C", "C", "O", "C", "C", "C", "C", "C", "F", "F", "C", "F", "F", "S", "F", "F", "F", "F", "F", "C", "B", "O", "O", "O", "C", "Br", "H", "H", "H", "H", "H", "H", "H", "H", "H", "H", "H", "H", "H", "H", "H", "H", "H", "H", "H", "O", "C", "O", "C", "C", "O", "H", "H", "H", "H"], "positions_angstrom": [[-1.6068, 1.9452, 2.0669], [-1.2655, 2.4863, 1.2708], [-1.6869, 1.9774, 0.2072], [-2.5836, 0.7531, 0.2974], [-1.3090, 2.6236, -1.0832], [-0.6560, 1.6700, -2.0930], [-0.2026, 0.5110, -1.4162], [0.7545, -0.1980, -2.1844], [1.0236, -1.5693, -1.5120], [2.4216, -1.4695, -0.8717], [2.5798, -0.2837, 0.0861], [2.9666, -0.6818, 1.5024], [2.8740, 0.4529, 2.2236], [2.0166, -1.4973, 1.9889], [4.4456, -1.1844, 1.6543], [5.1068, -0.3577, 2.4038], [5.0372, -1.1244, 0.4880], [4.7119, -2.9186, 2.3506], [3.7415, -2.6205, 3.5418], [5.9106, -2.3934, 3.2359], [5.7515, -3.2476, 1.2100], [3.5795, -3.5141, 1.4524], [4.9592, -4.3521, 2.9494], [0.0221, -1.9093, -0.4014], [0.1688, -3.3590, 0.2259], [-0.7205, -3.6936, 1.2032], [1.1552, -4.2755, -0.1092], [1.1634, -2.6069, -2.4868], [-0.0060, -2.8671, -3.1953], [0.3457, -2.7368, -5.1161], [-2.9024, 0.4027, -0.6808], [-1.9766, -0.0466, 0.7080], [-3.4305, 0.9443, 0.9462], [-2.1780, 3.1063, -1.5285], [-0.5901, 3.4007, -0.8502], [0.2053, 2.1689, -2.5469], [-1.3265, 1.4195, -2.9204], [0.3362, -0.2999, -3.1935], [1.6723, 0.3839, -2.2881], [3.0930, -1.2888, -1.7107], [2.7190, -2.4290, -0.4626], [3.3091, 0.4285, -0.2793], [1.6716, 0.2963, 0.2217], [-0.9888, -1.8470, -0.8040], [0.1006, -1.1903, 0.4050], [-0.9451, -4.6341, 1.1803], [0.9997, -4.7046, -0.9610], [-0.8352, -2.2209, -2.9371], [-0.2964, -3.8984, -3.0234], [-4.9212, 3.4088, -1.2918], [-4.9300, 3.9584, -0.2383], [-5.8092, 3.6943, 0.7620], [-5.3555, 4.3789, 1.9335], [-4.5162, 5.4950, 1.3560], [-4.0576, 4.9302, 0.1268], [-6.1971, 4.7396, 2.5197], [-4.7691, 3.6867, 2.5407], [-5.1025, 6.3894, 1.1359], [-3.6776, 5.7680, 1.9918]], "forces_ev_per_angstrom": [[0.04, 0.10, 0.09], [0.69, 0.77, 1.14], [-0.88, -0.73, -0.09], [0.54, 0.02, -0.90], [0.31, -0.07, -0.50], [0.05, 0.29, 0.09], [0.22, 0.13, -0.11], [-1.10, -0.26, -0.15], [1.07, 0.77, 1.22], [0.23, 0.28, -0.97], [0.22, -0.52, 0.18], [-0.75, 1.01, -1.02], [0.21, 0.44, 0.76], [0.01, -0.73, 0.34], [-0.90, -0.70, 0.21], [0.57, 1.26, 1.58], [0.31, -0.25, -1.89], [1.25, -0.20, 0.17], [-0.72, 0.16, 0.23], [0.39, 0.03, 0.27], [0.32, -0.26, -0.30], [-0.72, -0.06, -0.13], [-0.12, -0.33, 0.06], [0.06, -0.82, -0.79], [0.34, 0.18, 0.13], [-0.73, -0.05, -0.22], [-0.59, -0.55, -0.31], [-0.64, 0.21, -0.09], [0.52, -0.51, 0.10], [-0.18, 0.10, 0.12], [-0.31, 0.06, -0.05], [-0.02, -0.17, 0.22], [-0.18, 0.02, -0.01], [-0.17, -0.05, -0.05], [-0.02, 0.18, 0.22], [0.02, 0.11, -0.05], [-0.13, -0.30, 0.06], [0.19, -0.32, -0.08], [0.14, 0.05, 0.05], [0.19, -0.16, -0.07], [-0.15, -0.02, 0.25], [0.25, 0.05, -0.04], [-0.30, -0.09, -0.02], [-0.25, 0.20, 0.23], [-0.19, 0.23, 0.05], [0.45, 0.12, 0.45], [0.52, 0.30, 0.04], [-0.03, 0.29, -0.17], [-0.12, -0.16, -0.21], [0.03, -0.03, 0.03], [0.05, -0.04, -0.07], [0.19, 0.13, -0.08], [-0.06, -0.01, 0.28], [0.09, 0.23, 0.20], [-0.20, -0.14, 0.00], [-0.12, -0.09, -0.14], [0.04, 0.01, -0.04], [-0.03, -0.04, -0.02], [0.12, -0.08, -0.16]]}

Record 3
{"formula": "BrNO2", "method": "ωB97M-V with the def2-TZVPD basis set", "total_charge": 0, "orbital_gap_ev": [7.67, 5.23], "homo_energy_ha": [-0.33545, -0.29696], "de_lowest_kcal_mol": 45.65, "energy_ha": -2779.02590, "symbols": ["N", "O", "O", "Br"], "positions_angstrom": [[0.7291, -0.1976, 0.6787], [0.3351, -0.9842, -0.0531], [-0.9430, 1.2842, -0.5290], [-1.6980, 0.0625, -1.2660]], "forces_ev_per_angstrom": [[-2.43, -1.80, -3.71], [1.69, 1.90, 3.01], [2.42, 3.08, 2.66], [-1.68, -3.18, -1.95]]}

Record 4
{"formula": "C5H6O", "method": "ωB97M-V with the def2-TZVPD basis set", "total_charge": 0, "orbital_gap_ev": 8.95, "homo_energy_ha": -0.31978, "de_lowest_kcal_mol": 120.51, "energy_ha": -269.15420, "symbols": ["C", "C", "C", "O", "C", "C", "H", "H", "H", "H", "H", "H"], "positions_angstrom": [[1.2824, -0.4431, -0.3201], [1.1018, 0.9216, 0.3287], [-1.0937, 0.7757, -0.3514], [-1.1084, -0.5592, -0.8511], [-0.1108, -0.9435, 0.0991], [-0.1981, 0.3944, 0.8712], [2.0355, -0.8651, 0.3694], [1.6467, -0.5497, -1.3470], [-0.6181, 1.4822, -1.0506], [-2.0855, 1.1496, -0.0860], [-0.2588, -1.9613, 0.4706], [-0.5931, 0.5983, 1.8672]], "forces_ev_per_angstrom": [[0.07, 0.10, -0.19], [-0.18, -0.33, 0.04], [-0.09, 0.34, -0.12], [-0.05, -0.06, -0.11], [0.17, -0.29, 0.13], [0.04, 0.20, 0.31], [-0.08, 0.00, -0.03], [-0.01, 0.02, 0.16], [-0.10, -0.06, 0.05], [0.14, -0.10, 0.01], [0.03, 0.18, -0.04], [0.06, 0.01, -0.20]]}

Record 5
{"formula": "C12H13F5MgN2O2", "method": "ωB97M-V with the def2-TZVPD basis set", "total_charge": 0, "orbital_gap_ev": 6.98, "homo_energy_ha": -0.25888, "de_lowest_kcal_mol": 0.00, "energy_ha": -1424.55280, "symbols": ["Mg", "C", "C", "O", "N", "C", "C", "C", "C", "C", "C", "N", "H", "H", "H", "H", "H", "H", "H", "H", "H", "H", "C", "C", "O", "H", "H", "H", "F", "C", "F", "C", "F", "F", "F"], "positions_angstrom": [[-0.5229, 0.4207, -1.1654], [3.4176, 0.2689, -1.5203], [2.2019, -0.5041, -1.1085], [1.1666, -0.5239, -1.7879], [2.2848, -1.2115, 0.0307], [1.1636, -1.9745, 0.5582], [0.2908, -1.1475, 1.4712], [0.0903, -1.4959, 2.7955], [-0.6957, -0.6811, 3.5962], [-1.2424, 0.4665, 3.0508], [-0.9944, 0.7415, 1.7175], [-0.2534, -0.0481, 0.9397], [3.2226, 0.7369, -2.4793], [4.2904, -0.3811, -1.5872], [3.6016, 1.0540, -0.7873], [3.1091, -1.1064, 0.5982], [1.5525, -2.8363, 1.0979], [0.5799, -2.3475, -0.2846], [0.5438, -2.3948, 3.1907], [-0.8722, -0.9389, 4.6320], [-1.8575, 1.1362, 3.6337], [-1.4080, 1.6244, 1.2441], [-0.2077, 3.8731, -1.5628], [0.2591, 2.4977, -1.1441], [1.3904, 2.3860, -0.6626], [0.5326, 4.6402, -1.3164], [-1.1648, 4.0964, -1.0849], [-0.3984, 3.8665, -2.6393], [-3.2807, 0.0088, -0.3524], [-2.5307, -0.5146, -1.4310], [-3.2254, -0.1419, -2.5667], [-2.7344, -2.0188, -1.3062], [-1.9818, -2.6724, -2.2157], [-2.3285, -2.4451, -0.0868], [-3.9987, -2.4334, -1.4670]], "forces_ev_per_angstrom": [[0.03, 0.28, -0.24], [-0.01, -0.02, -0.02], [0.17, 0.02, 0.11], [-0.23, 0.02, -0.04], [-0.06, -0.01, -0.06], [0.02, -0.03, 0.03], [0.04, 0.00, 0.03], [0.03, -0.01, -0.02], [-0.02, 0.03, -0.01], [0.01, -0.02, 0.01], [0.00, 0.00, 0.03], [-0.14, -0.02, 0.10], [0.02, 0.00, 0.00], [-0.01, -0.02, 0.00], [-0.03, 0.01, -0.01], [0.01, 0.01, -0.01], [0.01, 0.00, 0.00], [-0.01, 0.03, 0.00], [0.00, 0.00, 0.00], [0.00, 0.00, 0.00], [0.00, 0.00, 0.01], [-0.01, -0.01, 0.00], [0.14, 0.09, 0.05], [-0.31, -0.57, -0.04], [0.07, 0.07, 0.04], [-0.03, 0.02, -0.02], [-0.01, 0.00, 0.01], [0.00, -0.01, -0.01], [-0.05, 0.01, -0.14], [0.34, 0.17, 0.25], [-0.02, -0.02, -0.01], [-0.02, -0.09, -0.08], [-0.04, 0.05, 0.01], [0.07, 0.03, -0.01], [0.05, 0.02, 0.04]]}

Record 6
{"formula": "C2H7NS2", "method": "ωB97M-V with the def2-TZVPD basis set", "total_charge": 0, "orbital_gap_ev": 9.57, "homo_energy_ha": -0.33476, "de_lowest_kcal_mol": 26.12, "energy_ha": -931.48195, "smiles": "C=N.CSS", "symbols": ["C", "N", "H", "H", "H", "C", "S", "S", "H", "H", "H", "H"], "positions_angstrom": [[2.5723, -0.6754, -0.2691], [2.4916, 0.4430, -0.8414], [3.1759, -0.7195, 0.6383], [1.8985, -1.5294, -0.3977], [2.0315, 0.3960, -1.7489], [-1.9600, 0.3376, 1.3121], [-1.5789, -0.9266, 0.0564], [-0.7244, 0.1769, -1.4520], [-2.9655, 0.1651, 1.6904], [-1.2933, 0.2627, 2.1721], [-1.8486, 1.3154, 0.8622], [-1.7991, 0.7543, -2.0224]], "forces_ev_per_angstrom": [[-0.82, 0.30, 1.30], [1.24, -0.03, -0.90], [0.02, -0.07, 0.05], [0.40, -0.20, -0.77], [-0.71, 0.01, 0.35], [0.23, -0.31, 0.40], [-0.13, 0.26, -0.17], [0.04, 0.06, 0.11], [-0.13, 0.14, -0.25], [0.17, -0.03, -0.18], [-0.18, 0.12, -0.01], [-0.14, -0.24, 0.06]]}

Record 7
{"formula": "C3H4O3", "method": "ωB97M-V with the def2-TZVPD basis set", "total_charge": 0, "orbital_gap_ev": 9.62, "homo_energy_ha": -0.35750, "de_lowest_kcal_mol": 109.36, "energy_ha": -342.28167, "symbols": ["O", "C", "O", "C", "C", "O", "H", "H", "H", "H"], "positions_angstrom": [[-2.0538, -1.1814, -0.4497], [-1.0303, -0.6431, -0.1718], [0.1795, -0.8192, -0.8098], [0.7227, -0.2767, -1.8783], [0.5289, 0.6092, 1.1127], [-0.7577, 0.0435, 0.9141], [1.3944, 0.0217, 0.6371], [-0.2826, 0.0371, -2.2986], [0.7105, 0.5636, 2.1866], [0.5883, 1.6454, 0.7576]], "forces_ev_per_angstrom": [[0.56, 0.63, -0.14], [-0.23, -0.70, 0.20], [1.85, -1.44, 0.09], [-2.60, -0.29, -0.24], [2.36, -0.36, 0.23], [-0.82, 0.34, 0.35], [-1.56, 0.88, 0.73], [0.96, 0.95, -1.21], [-0.24, 0.27, -0.06], [-0.28, -0.27, 0.06]]}